[1]
Density functional theory data (ωB97M-V/def2-TZVPD) for a molecular structure, C4H5HgNO4.

E_LUMO = -10.96 eV
HOMO level = -19.39 eV
HOMO-LUMO gap = 8.42 eV

ORCA input file:
```
! wB97M-V def2-TZVPD RIJCOSX def2/J DEFGRID3
* xyz 2 1
Hg 0.2962 0.0001 -0.3913
O 0.1913 3.7457 -0.2684
C 0.2133 2.6046 -0.4273
C 0.2194 -2.6048 -0.4272
O 0.2001 -3.7453 -0.2676
C 2.9274 0.0032 -0.3789
O 4.0663 0.0047 -0.3467
C -2.4641 -0.0033 -0.8096
O -3.4922 -0.0037 -0.2254
H 0.1812 0.3894 -2.7589
H 0.1820 -0.3895 -2.7588
N -0.5959 0.0001 2.2540
H -1.1451 0.8539 2.1380
H 0.3577 0.0043 2.5286
H -1.1377 -0.8594 2.1394
*
```


[2]
Density functional theory data (ωB97M-V/def2-TZVPD) for a molecular structure, C4H5I2N3.

E_LUMO = -0.02 eV
Energy above the lowest of the compared OMol25 structures with the same formula, charge and spin = 0.540 eV
HOMO level = -9.13 eV
HOMO-LUMO gap = 9.12 eV

ORCA input file:
```
! wB97M-V def2-TZVPD RIJCOSX def2/J DEFGRID3
* xyz 0 1
C 0.7424 1.8595 1.0725
C 0.1630 0.2377 -0.0997
C 0.2842 -0.9910 -0.9972
C 1.4443 3.0712 1.4166
N 1.1182 1.0559 0.0347
N -0.3885 1.5328 1.6043
N -0.7649 0.4790 0.8778
I 1.6119 4.4254 -0.2680
I 3.3718 2.4808 2.1636
H 1.0444 -1.8422 -0.6721
H -0.6890 -1.4305 -1.2051
H 0.8111 -0.5241 -1.8832
H 0.9945 3.5559 2.3735
H -1.5915 -0.1164 1.1915
*
```


[3]
Density functional theory data (ωB97M-V/def2-TZVPD) for 2 unconnected molecules or ions with the total composition C4H5IN2O.

E_LUMO = -0.31 eV
Energy above the lowest of the compared OMol25 structures with the same formula, charge and spin = 0.418 eV
HOMO level = -9.88 eV
HOMO-LUMO gap = 9.57 eV

ORCA input file:
```
! wB97M-V def2-TZVPD RIJCOSX def2/J DEFGRID3
* xyz 0 1
C 0.3868 -0.7900 1.3547
C -0.3313 -0.3833 0.3372
C -0.9437 -1.4002 -0.4252
N -1.3244 -2.4351 -0.8212
C -0.4405 0.9924 -0.2458
N -1.6855 1.2630 -0.7452
O 0.5100 1.7198 -0.4599
H 0.4051 -1.8179 1.6202
H 1.0306 -0.1323 2.0907
H -2.4303 0.6246 -0.8170
H -1.7211 2.0239 -1.3826
I 3.9999 0.2149 0.0621
H 2.5443 0.1203 -0.5680
*
```


[4]
Density functional theory data (ωB97M-V/def2-TZVPD) for C4H5IN2S in the gas phase.

E_LUMO = -0.58 eV
Energy above the lowest of the compared OMol25 structures with the same formula, charge and spin = 4.530 eV
HOMO level = -8.36 eV
HOMO-LUMO gap = 7.79 eV

ORCA input file:
```
! wB97M-V def2-TZVPD RIJCOSX def2/J DEFGRID3
* xyz 0 1
C -0.7987 1.8338 -0.0923
C 0.6329 -1.7731 0.2941
C -0.7123 0.4884 0.1227
C 1.2859 -0.8056 -0.3257
N -0.6353 2.8374 0.6189
N -0.5963 -2.0915 -0.0612
S -1.8064 -0.6462 0.1414
I 3.2856 -0.0698 -0.0261
H -0.7678 1.8864 -1.2978
H 1.0357 -2.1908 1.3067
H 0.6798 -0.3622 -1.2198
H -0.6422 3.7181 0.0738
H -0.9611 -2.8250 0.4654
*
```


[5]
Density functional theory data (ωB97M-V/def2-TZVPD) for a molecular structure, C4H5KNaO3.

E_LUMO (spin up / spin down) = -0.74 / -0.82 eV
Energy above the lowest of the compared OMol25 structures with the same formula, charge and spin = 9.082 eV
HOMO level (spin up / spin down) = -6.72 / -6.70 eV
<S²> = 0.755
HOMO-LUMO gap (spin up / spin down) = 5.98 / 5.88 eV

ORCA input file:
```
! wB97M-V def2-TZVPD RIJCOSX def2/J DEFGRID3
* xyz 0 2
O -2.1204 -0.1689 -0.7642
K -0.8617 -2.4600 -1.0063
O -2.3180 -1.4654 -0.1582
C -1.5966 0.7466 0.0802
C -0.4121 1.3878 -0.1705
H 0.1492 2.2952 -0.4150
H -2.3616 0.8608 0.8590
H -1.0471 1.8279 -1.1308
O 2.7122 0.2556 0.4725
C 2.1128 -0.6650 -0.1675
C 0.9544 -1.2541 0.3589
Na 1.4217 1.2045 1.9944
H 1.1180 -1.7900 1.3130
H 2.2490 -0.7751 -1.2657
*
```


[6]
Density functional theory data (ωB97M-V/def2-TZVPD) for a molecular structure, C4H5LiNdO2.

E_LUMO (spin up / spin down) = -8.22 / -8.12 eV
HOMO level (spin up / spin down) = -13.07 / -13.10 eV
<S²> = 6.004
HOMO-LUMO gap (spin up / spin down) = 4.86 / 4.98 eV

ORCA input file:
```
! wB97M-V def2-TZVPD RIJCOSX def2/J DEFGRID3
* xyz 2 5
C -0.1232 1.2460 -1.1373
C 0.6941 0.7672 0.0085
C -0.2334 -0.0753 0.8414
C -0.1942 -1.4320 0.8015
O -1.0069 -2.2282 1.4320
O 0.2413 2.0806 -1.9667
Li 1.5573 3.2657 -2.4048
Nd -1.8698 -4.7987 1.9809
H 1.4573 0.1581 -0.5579
H 1.0837 1.6147 0.5890
H -1.0096 0.4242 1.4253
H 0.5733 -1.9087 0.1647
H -1.1700 0.8863 -1.1766
*
```


[7]
Density functional theory data (ωB97M-V/def2-TZVPD) for a molecular structure, C4H5LiO2Sr.

E_LUMO = -7.94 eV
Energy above the lowest of the compared OMol25 structures with the same formula, charge and spin = 0.000 eV
HOMO level = -17.37 eV
HOMO-LUMO gap = 9.43 eV

ORCA input file:
```
! wB97M-V def2-TZVPD RIJCOSX def2/J DEFGRID3
* xyz 2 1
H 0.0613 1.6106 -0.8722
C -0.7635 -1.9656 0.5973
C -1.1900 -3.3714 0.8007
C -2.1748 -3.6350 -0.3357
C -2.2292 -2.4319 -1.1986
O -1.4045 -1.5358 -0.6436
O -0.1164 -1.1779 1.2040
Li 0.3068 0.7614 1.0519
Sr -1.4214 0.7517 -1.7898
H -1.6237 -3.4642 1.8049
H -0.2955 -4.0092 0.7712
H -3.2119 -3.8150 0.0003
H -1.9303 -4.5015 -0.9698
*
```


[8]
Density functional theory data (ωB97M-V/def2-TZVPD) for C4H5N in the gas phase.

E_LUMO = 1.12 eV
Energy above the lowest of the compared OMol25 structures with the same formula, charge and spin = 3.083 eV
HOMO level = -9.76 eV
HOMO-LUMO gap = 10.89 eV

ORCA input file:
```
! wB97M-V def2-TZVPD RIJCOSX def2/J DEFGRID3
* xyz 0 1
H -1.2207 -1.7953 -1.4173
N -1.3718 -0.8308 -1.1658
C -0.9421 -0.5512 -0.0139
C -0.4687 0.8358 0.2091
C 0.9535 0.3493 0.3220
C 2.1479 0.1893 0.3781
H -0.7856 -1.2128 0.8534
H -0.5922 1.4500 -0.7014
H -0.9357 1.3496 1.0697
H 3.2152 0.2160 0.4661
*
```